{
  "formula": "C34H33AsMoN2S4",
  "method": "the ωB97M-V functional and the def2-TZVPD basis",
  "symbols": ["Mo", "S", "C", "C", "C", "C", "C", "C", "S", "C", "C", "C", "C", "C", "C", "C", "S", "C", "C", "C", "C", "C", "C", "S", "N", "H", "H", "H", "H", "H", "H", "H", "H", "H", "H", "H", "H", "H", "H", "H", "C", "As", "C", "C", "C", "C", "C", "C", "C", "C", "H", "H", "H", "H", "H", "H", "H", "H", "H", "H", "H", "H", "H", "N", "C", "C", "C", "C", "C", "C", "H", "H", "H", "H", "H"],
  "positions_angstrom": [[1.62381, -1.31737, 1.18448], [1.13108, -3.00797, 2.96966], [0.26160, -4.09452, 1.85138], [-0.88143, -4.80580, 2.24781], [-1.54481, -5.66947, 1.37813], [-1.07763, -5.87566, 0.08297], [0.05930, -5.19570, -0.33981], [0.69792, -4.30540, 0.52596], [2.16910, -3.43192, -0.03610], [1.61541, -2.58922, -1.58432], [2.24371, -1.19993, -1.70666], [2.71957, -0.72360, -2.91506], [3.18439, 0.57360, -3.00157], [3.17405, 1.36038, -1.87449], [2.73901, 0.81542, -0.67369], [2.85677, 1.56286, 0.63159], [1.53673, 1.08659, 1.83648], [2.49376, 1.12682, 3.32958], [2.21371, 2.11618, 4.27715], [2.91836, 2.14907, 5.46829], [3.89674, 1.18601, 5.70242], [4.17942, 0.20791, 4.75468], [3.47735, 0.14719, 3.54565], [3.86231, -1.07718, 2.33310], [2.28911, -0.44814, -0.60638], [-1.25655, -4.64010, 3.25302], [-2.43729, -6.19346, 1.71921], [-1.58499, -6.56079, -0.59021], [0.45106, -5.35482, -1.34489], [0.53554, -2.51777, -1.47956], [1.88483, -3.19995, -2.44067], [2.68712, -1.36405, -3.79104], [3.56053, 0.96633, -3.94452], [3.51576, 2.39109, -1.90811], [2.83717, 2.63884, 0.47144], [3.78436, 1.27806, 1.11394], [1.43272, 2.84715, 4.07309], [2.70721, 2.91395, 6.20735], [4.44189, 1.18985, 6.64106], [4.93966, -0.54491, 4.94596], [-2.71930, 0.82885, -1.12853], [-0.80058, 1.15140, -1.01531], [-0.99843, 2.97027, -0.31046], [-0.50994, 1.55526, -2.95685], [-1.28222, 2.72248, -3.53525], [-2.54311, 2.54491, -4.11736], [-3.27971, 3.63407, -4.59014], [-2.76597, 4.92394, -4.49218], [-1.50471, 5.11569, -3.93086], [-0.77375, 4.02616, -3.45963], [-3.20865, 1.64445, -1.66088], [-3.11930, 0.77086, -0.11350], [-2.92372, -0.11494, -1.62919], [-1.66881, 3.56689, -0.93300], [-0.03096, 3.47660, -0.23215], [-1.42615, 2.88109, 0.69062], [-0.77206, 0.62449, -3.46006], [0.56064, 1.70741, -3.06503], [-2.94751, 1.53954, -4.20789], [-4.26120, 3.47163, -5.03065], [-3.34226, 5.77352, -4.84735], [-1.09167, 6.11741, -3.85254], [0.21045, 4.18164, -3.02322], [-0.11299, -1.32465, 0.88413], [-1.51670, -1.38369, 1.22009], [-2.03743, -0.61115, 2.25822], [-3.38970, -0.68914, 2.59136], [-4.23694, -1.54264, 1.89618], [-3.71896, -2.31054, 0.85744], [-2.36851, -2.22528, 0.51706], [-1.36464, 0.03645, 2.79689], [-3.77904, -0.08379, 3.40488], [-5.28831, -1.61529, 2.16270], [-4.36830, -2.97837, 0.29899], [-1.95792, -2.82507, -0.29385]],
  "forces_ev_per_angstrom": [[-2.522, -0.588, 0.356], [-0.498, -0.402, 0.087], [0.436, 0.068, 0.063], [-0.001, -0.054, -0.168], [0.108, 0.067, 0.190], [0.029, 0.078, -0.013], [0.124, 0.146, 0.086], [-0.140, -0.232, -0.148], [-0.191, 0.330, 0.197], [0.468, 0.158, 0.102], [-0.344, -0.847, -0.304], [-0.258, -0.433, -0.400], [0.160, 0.008, -0.371], [0.046, 0.492, 0.414], [0.245, 0.205, 0.397], [-0.501, 0.189, -0.369], [0.432, -0.628, 0.030], [-0.013, 0.318, 0.303], [-0.021, -0.123, -0.238], [0.043, -0.055, 0.053], [0.046, -0.125, -0.139], [0.006, 0.045, 0.104], [0.000, 0.092, -0.173], [0.155, 0.225, 0.246], [0.527, 0.730, -0.286], [0.036, -0.039, -0.111], [0.193, 0.132, -0.053], [0.069, 0.106, 0.098], [-0.068, 0.023, 0.212], [-0.113, 0.145, -0.102], [-0.068, 0.023, -0.166], [0.047, 0.075, 0.129], [-0.124, -0.089, 0.175], [-0.027, -0.168, 0.047], [0.016, 0.044, -0.043], [0.262, -0.098, 0.057], [0.168, -0.129, 0.014], [0.004, -0.090, -0.051], [-0.026, 0.002, -0.101], [-0.114, 0.131, -0.001], [-0.189, 0.009, 0.118], [-0.059, 0.337, -0.348], [0.064, 0.167, 0.000], [-0.397, 0.545, -0.106], [0.050, -0.141, 0.111], [0.037, 0.192, -0.030], [0.149, -0.114, 0.112], [0.086, -0.109, 0.071], [0.002, -0.218, 0.045], [-0.151, -0.035, -0.095], [-0.019, 0.000, -0.006], [0.019, -0.043, -0.069], [-0.003, -0.056, -0.023], [0.053, -0.038, 0.047], [-0.118, -0.072, 0.007], [0.072, 0.007, -0.026], [0.021, -0.038, -0.087], [0.109, 0.029, -0.082], [0.018, 0.124, 0.025], [0.183, 0.012, 0.065], [0.088, -0.125, 0.030], [-0.037, -0.129, -0.018], [-0.111, 0.020, -0.027], [-0.573, -0.144, 0.711], [1.533, 0.220, -0.303], [-0.108, -0.027, 0.035], [0.294, 0.078, -0.024], [0.074, -0.086, -0.113], [0.241, 0.044, -0.119], [-0.223, -0.276, -0.259], [0.068, 0.094, 0.160], [0.089, -0.062, -0.087], [0.173, 0.026, -0.054], [0.091, 0.050, 0.068], [-0.116, 0.031, 0.150]],
  "mulliken_charge": [-0.9321, -0.2930, 0.1407, -0.5486, -0.5808, -0.6222, -0.5588, 0.8139, -0.2307, -0.6393, 0.5329, -0.9506, -0.6141, -0.9207, 0.6047, -1.4453, 0.2136, 0.3193, -0.5763, -0.6633, -0.4826, -0.7142, 0.4414, -0.2976, 1.0294, 0.4305, 0.3770, 0.3935, 0.3500, 0.1731, 0.6027, 0.4654, 0.4183, 0.5052, 0.5557, 0.6769, 0.4152, 0.3787, 0.3678, 0.4066, -1.3554, 0.7128, -1.4340, -0.9803, 0.2169, -0.2439, -0.6343, -0.4525, -0.6578, -0.1763, 0.5236, 0.3184, 0.3366, 0.5181, 0.2612, 0.4116, 0.5776, 0.1831, 0.3870, 0.3670, 0.3755, 0.3804, 0.3380, 0.8893, -0.1745, -0.2690, -0.6134, -0.6084, -0.8512, 0.2015, 0.3810, 0.3723, 0.3855, 0.4302, 0.3412],
  "multiplicity": 1,
  "e_tot_ha": -5321.6932,
  "e_above_lowest_ev": 0.857,
  "gap_ev": 5.9168
}


{
  "formula": "C15H21MoN3OS",
  "method": "the ωB97M-V functional and the def2-TZVPD basis",
  "symbols": ["Mo", "C", "C", "C", "C", "C", "C", "H", "H", "H", "H", "H", "H", "C", "C", "C", "N", "C", "C", "H", "H", "H", "H", "H", "S", "C", "N", "C", "C", "C", "N", "H", "H", "H", "H", "H", "H", "H", "H", "O", "H", "H"],
  "positions_angstrom": [[1.03311, -0.58196, 0.78029], [1.10609, 0.04199, 3.25500], [0.58584, 1.14130, 2.53468], [1.35836, 1.75940, 1.53638], [2.64309, 1.25641, 1.22969], [3.13752, 0.13106, 1.91503], [2.37055, -0.47236, 2.93944], [0.51098, -0.42109, 4.03526], [-0.39837, 1.53095, 2.77381], [0.97502, 2.63928, 1.03190], [3.24994, 1.72581, 0.46188], [4.12009, -0.25955, 1.66519], [2.76569, -1.32696, 3.48046], [-2.64953, -3.19785, 2.52482], [-2.85297, -1.92338, 1.99291], [-1.77471, -1.21969, 1.51569], [-0.51491, -1.73802, 1.53754], [-0.31626, -2.97833, 2.06450], [-1.36009, -3.72511, 2.55812], [-3.48594, -3.76873, 2.91239], [-3.84091, -1.48310, 1.95143], [-1.89639, -0.22872, 1.09191], [0.69618, -3.35732, 2.08147], [-1.16321, -4.70848, 2.96622], [0.56944, -0.38696, -1.43350], [-0.10213, 0.95245, -2.46585], [0.31608, 2.18921, -2.39360], [-0.14983, 3.21965, -3.37628], [-1.55493, 2.86720, -3.82763], [-1.60559, 1.44298, -4.34568], [-0.96991, 0.52942, -3.34524], [1.04682, 2.44239, -1.74891], [0.55830, 3.22816, -4.20638], [-0.10676, 4.18254, -2.87253], [-1.85701, 3.54826, -4.62288], [-2.26330, 3.00150, -3.00789], [-1.06316, 1.32049, -5.28484], [-2.62511, 1.09120, -4.49074], [-1.20195, -0.45484, -3.40035], [2.02522, -2.39519, 0.17465], [1.74163, -2.96295, -0.56696], [2.94300, -2.65107, 0.37863]],
  "forces_ev_per_angstrom": [[0.077, 0.094, 0.223], [-0.032, -0.026, -0.010], [-0.055, -0.019, -0.031], [-0.018, -0.030, -0.045], [-0.017, -0.008, -0.073], [-0.101, -0.033, -0.046], [0.010, 0.006, -0.078], [0.010, 0.021, 0.017], [0.008, -0.002, 0.027], [0.000, -0.014, -0.016], [0.018, 0.009, 0.026], [0.005, 0.009, 0.018], [0.004, 0.017, 0.019], [-0.001, -0.002, 0.002], [-0.001, 0.013, -0.004], [-0.016, -0.002, -0.002], [0.044, 0.009, -0.045], [-0.017, 0.004, 0.016], [0.010, -0.001, 0.001], [0.002, -0.003, 0.000], [0.001, 0.004, -0.002], [0.000, -0.001, 0.002], [0.002, 0.003, -0.001], [-0.002, 0.000, 0.001], [0.128, 0.016, 0.050], [-0.089, -0.014, 0.005], [0.013, 0.005, 0.057], [0.007, 0.025, -0.064], [-0.031, -0.002, 0.055], [0.005, 0.025, -0.079], [-0.015, 0.019, 0.023], [0.029, -0.016, -0.028], [0.012, 0.000, 0.014], [-0.016, -0.007, 0.013], [0.015, -0.011, -0.014], [0.007, 0.001, -0.004], [0.013, -0.007, 0.016], [0.000, 0.002, 0.022], [-0.004, 0.001, 0.013], [0.012, -0.099, -0.095], [-0.020, -0.003, 0.021], [0.005, 0.019, -0.006]],
  "lowdin_spin": [1.8991, 0.0004, 0.0218, 0.0035, 0.0047, -0.0029, 0.0291, 0.0001, 0.0028, 0.0019, 0.0014, 0.0005, 0.0021, 0.0068, 0.0002, 0.0177, 0.0040, 0.0068, 0.0007, 0.0003, -0.0003, 0.0051, 0.0003, 0.0000, -0.0769, 0.0117, -0.0002, 0.0012, -0.0001, -0.0013, -0.0070, -0.0004, -0.0002, 0.0000, 0.0001, 0.0000, -0.0007, -0.0002, 0.0001, 0.0631, 0.0041, 0.0010],
  "charge": 4,
  "multiplicity": 3,
  "e_tot_ha": -1288.4599,
  "e_above_lowest_ev": 0.000,
  "gap_ev": [5.9977, 6.4631]
}


{
  "formula": "C10H16",
  "method": "the ωB97M-V functional and the def2-TZVPD basis",
  "symbols": ["C", "C", "C", "C", "C", "C", "C", "H", "H", "H", "H", "H", "H", "H", "H", "C", "C", "C", "H", "H", "H", "H", "H", "H", "H", "H"],
  "positions_angstrom": [[1.75581, -2.20554, 2.52162], [1.43456, -0.97202, 1.70608], [0.17777, -0.39329, 1.83991], [-0.10174, 0.84805, 1.29550], [0.92284, 1.52634, 0.65689], [2.13176, 0.91032, 0.37826], [2.39947, -0.32782, 0.94561], [2.60586, -1.96784, 3.15959], [1.92496, -3.14270, 1.98632], [0.87319, -2.45011, 3.10834], [-0.57776, -0.89069, 2.42716], [-1.06562, 1.32885, 1.39726], [0.74708, 2.49373, 0.19570], [2.86366, 1.43764, -0.22819], [3.33445, -0.86483, 0.81688], [-2.44106, 0.68422, -0.96552], [-1.44517, -0.06717, -1.84024], [-1.32053, 0.51465, -3.24548], [-2.12816, 1.72097, -0.84633], [-2.46856, 0.38551, 0.08931], [-3.44020, 0.43664, -1.29859], [-0.46000, -0.03214, -1.37235], [-1.69747, -1.12857, -1.86527], [-1.73833, 1.52537, -3.23546], [-0.30814, 0.55117, -3.64257], [-1.97868, 0.07927, -3.98442]],
  "forces_ev_per_angstrom": [[-0.505, -0.033, -0.191], [-0.213, -0.269, 0.299], [-0.170, 0.155, 0.067], [0.537, 0.342, 0.272], [-0.293, 0.251, -1.187], [0.328, -0.027, 0.419], [0.050, -0.370, -0.194], [-0.040, -0.332, 0.152], [0.423, 0.327, -0.414], [0.114, 0.159, 0.473], [-0.133, -0.185, 0.053], [0.049, -0.135, 0.177], [-0.120, 0.020, 0.228], [-0.010, -0.179, 0.140], [0.129, 0.358, -0.146], [0.348, -0.652, 0.833], [0.625, -0.325, 0.377], [-0.774, 0.785, -0.064], [-0.651, 0.346, -0.714], [0.324, -0.636, -0.235], [-0.430, 0.917, -0.386], [0.029, 0.052, 0.092], [-0.091, -0.030, -0.092], [0.506, 0.320, 0.136], [-0.009, -0.099, 0.072], [-0.025, -0.758, -0.170]],
  "nbo_charge": [-0.6300, -0.0193, -0.2100, -0.2073, -0.2265, -0.2078, -0.2078, 0.2205, 0.2202, 0.2125, 0.2053, 0.2162, 0.2097, 0.2147, 0.2085, -0.6113, -0.4087, -0.6142, 0.2037, 0.2047, 0.2075, 0.2068, 0.1965, 0.2010, 0.2111, 0.2043],
  "multiplicity": 1,
  "smiles": "Cc1ccccc1.CCC",
  "e_tot_ha": -390.6127,
  "e_above_lowest_ev": 0.629,
  "gap_ev": 10.0934
}


{
  "formula": "CHI2NO",
  "method": "the ωB97M-V functional and the def2-TZVPD basis",
  "symbols": ["C", "N", "O", "I", "I", "H"],
  "positions_angstrom": [[0.45711, 1.02943, -0.31020], [-1.15843, -0.76762, -0.25685], [0.29999, 2.07206, -0.83447], [2.12304, 0.35024, 0.51901], [-0.06977, -2.31751, 0.26349], [-1.65194, -0.36660, 0.61902]],
  "forces_ev_per_angstrom": [[-2.542, 1.789, -1.782], [-0.559, 2.517, 0.902], [-0.422, -1.858, 0.754], [2.499, -0.659, 1.206], [-0.066, -0.843, 0.335], [1.090, -0.946, -1.414]],
  "nbo_charge": [0.3826, -0.8622, -0.4673, 0.2347, 0.3645, 0.3478],
  "multiplicity": 1,
  "e_tot_ha": -763.9478,
  "e_above_lowest_ev": 2.591,
  "gap_ev": [7.5596, 7.3916]
}